Model a:
The following is a DFT calculation (the ωB97M-V functional and the def2-TZVPD basis) of an isolated molecule of C5H6Br2.

Calculated values
E_HOMO ... -0.377 Ha
HOMO-LUMO gap ... 9.83 eV

Positions of all 13 atoms, in Å:
C 0.1715 0.7443 2.3253
C 0.1828 0.1310 1.2822
C -0.0055 -0.4752 0.0443
C -1.3336 -0.0118 -0.4726
Br -0.0122 -2.6145 0.1160
C 1.1664 -0.2353 -0.8540
Br 1.2110 1.6774 -1.3917
H 0.1662 1.4195 3.1178
H -1.1642 0.8834 -1.1106
H -1.7458 -0.5847 -1.3780
H -2.1558 0.1030 0.2084
H 2.0343 -0.3332 -0.1341
H 1.4849 -0.7039 -1.7530


Model b:
The following is a DFT calculation (the ωB97M-V functional and the def2-TZVPD basis) of an isolated molecule of C5H6Br2.

Calculated values
E_HOMO ... -0.342 Ha
HOMO-LUMO gap ... 10.03 eV

Positions of all 13 atoms, in Å:
Br 3.6184 -1.0497 0.0747
C 2.1954 -0.0455 -0.7959
C 0.8805 -0.2685 -0.4405
C 0.1587 -1.3144 0.4220
C -1.1352 -0.5129 0.3814
Br -2.8201 -1.4401 -0.0672
C -0.5471 0.2571 -0.7957
H 2.4998 0.6790 -1.4496
H 0.3290 -1.5336 1.5220
H -0.0749 -2.3136 -0.1223
H -1.2917 0.1441 1.1964
H -0.8489 1.2773 -0.8077
H -0.6255 -0.1861 -1.7177


Most stable pick: model b. Distance to second place: 60.8 kJ/mol.


Model a:
The following is a DFT calculation (the ωB97M-V functional and the def2-TZVPD basis) of an isolated molecule of C3H4INO.

Calculated values
E_HOMO ... -0.355 Ha
HOMO-LUMO gap ... 8.95 eV

Positions of all 10 atoms, in Å:
H -2.3875 -2.0536 -0.1909
N -1.4487 -1.7097 0.1335
C -1.3930 -0.5272 0.2785
C -0.0912 0.2888 0.4226
C 0.5322 0.9946 -0.4830
O -2.4388 0.5054 0.0778
I -4.3379 0.0769 -0.0970
H 0.3686 0.2668 1.4031
H 1.4885 1.4558 -0.3804
H 0.0692 1.2293 -1.5306


Model b:
The following is a DFT calculation (the ωB97M-V functional and the def2-TZVPD basis) of a structure of composition C3H4INO.

Calculated values
E_HOMO (spin up / spin down) ... -0.278 / -0.278 Ha
HOMO-LUMO gap (spin up / spin down) ... 7.33 / 7.33 eV

Positions of all 10 atoms, in Å:
C -0.9997 -0.9985 0.6156
C 0.1076 0.5822 -0.9672
C 0.8295 0.3161 0.3770
N -1.2645 0.2763 -0.8704
O 0.2157 -0.8129 1.0130
I -2.3089 -2.2708 1.4784
H 0.2455 1.6461 -1.1965
H 0.5862 -0.0044 -1.7740
H 1.8903 0.1044 0.2557
H 0.6984 1.1614 1.0685


Model c:
The following is a DFT calculation (the ωB97M-V functional and the def2-TZVPD basis) of an isolated molecule of C3H4INO.

Calculated values
E_HOMO (spin up / spin down) ... -0.321 / -0.284 Ha
HOMO-LUMO gap (spin up / spin down) ... 8.28 / 7.30 eV

Positions of all 10 atoms, in Å:
C -0.6299 0.6338 -0.7590
C -0.4192 0.5050 0.6593
C 0.0733 0.0458 -1.7824
N 1.0210 -1.2365 0.6308
O 0.3133 -0.3111 1.2851
I -0.2210 0.1796 -3.7919
H -1.5344 1.1361 -0.8570
H -1.0155 1.1520 1.2947
H 0.6936 -0.7205 -1.4534
H 1.7443 -1.5677 1.2999


Most stable pick: model a. Distance to second place: 223.9 kJ/mol.


Model a:
The following is a DFT calculation (the ωB97M-V functional and the def2-TZVPD basis) of a cluster of 2 separate species, C3H4INO in total.

Calculated values
E_HOMO ... -0.343 Ha
HOMO-LUMO gap ... 9.59 eV

Positions of all 10 atoms, in Å:
O 0.7073 1.8009 0.0519
N -0.5533 1.3519 0.2069
C -1.0918 0.4018 -0.4888
I -3.0819 -0.0485 -0.1172
H 1.2569 1.1671 -0.5851
H -0.6609 -0.2806 -1.2338
C 1.4379 -0.8703 0.6856
C 0.3204 -1.3554 0.4216
H 2.1156 -0.2247 1.0550
H -0.4501 -1.9421 0.0038


Model b:
The following is a DFT calculation (the ωB97M-V functional and the def2-TZVPD basis) of an isolated molecule of C3H4INO.

Calculated values
E_HOMO ... -0.296 Ha
HOMO-LUMO gap ... 8.05 eV

Positions of all 10 atoms, in Å:
C 0.3014 1.1716 -0.3523
C -0.6067 0.2284 -0.8838
C -1.4412 -0.4182 -0.0916
N 1.0560 -1.7137 0.8418
O -2.2826 -0.8251 0.6049
I 2.1283 -0.2849 0.2663
H 0.6868 2.0976 -0.8872
H 0.0767 1.2085 0.7224
H -0.7306 0.1173 -2.0253
H 0.8120 -1.5816 1.8046


Model c:
The following is a DFT calculation (the ωB97M-V functional and the def2-TZVPD basis) of a cluster of 2 separate species, C3H4INO in total.

Calculated values
E_HOMO ... -0.337 Ha
HOMO-LUMO gap ... 9.36 eV

Positions of all 10 atoms, in Å:
C 1.0019 -1.0892 -0.0302
C -0.1465 0.5102 0.7996
C -0.5302 0.2668 -0.6568
N 0.3918 -0.7200 -1.0695
O 0.6825 -0.6576 1.1685
I -2.4896 -0.0590 -1.1989
H 1.7243 -1.9293 -0.1122
H 0.5974 1.3995 0.9159
H -0.9986 0.5523 1.4449
H -0.2330 1.7263 -1.2613


Most stable pick: model c. Distance to second place: 185.7 kJ/mol.


Model a:
The following is a DFT calculation (the ωB97M-V functional and the def2-TZVPD basis) of an isolated molecule of C5H2N2O.

Calculated values
E_HOMO ... -0.365 Ha
HOMO-LUMO gap ... 7.66 eV

Positions of all 10 atoms, in Å:
C -2.8759 -0.2026 0.0947
C -1.6170 -0.1613 -0.2034
C -0.2181 -0.4038 -0.5794
N 0.4592 -1.5521 -0.1617
N 1.8511 -1.1639 0.0344
C 2.0362 0.0454 0.1955
C 0.7641 0.7913 -0.1557
O 0.5104 1.9973 -0.1357
H -3.8967 0.0122 0.8119
H 2.9867 0.6374 0.0994


Model b:
The following is a DFT calculation (the ωB97M-V functional and the def2-TZVPD basis) of an isolated molecule of C5H2N2O.

Calculated values
E_HOMO ... -0.394 Ha
HOMO-LUMO gap ... 8.88 eV

Positions of all 10 atoms, in Å:
N 3.2501 -0.3596 -0.2072
C 2.1067 -0.1876 -0.1054
C 0.6446 0.0007 0.0736
C -0.2348 -1.0323 0.1461
C -1.6667 -0.2960 -0.0814
O -2.7442 -0.7773 -0.1715
N -1.3566 1.0950 -0.1666
C -0.1514 1.3521 0.0017
H -0.1159 -2.0589 0.1682
H 0.2683 2.2638 0.3425


Most stable pick: model b. Distance to second place: 418.1 kJ/mol.


Model a:
The following is a DFT calculation (the ωB97M-V functional and the def2-TZVPD basis) of an isolated molecule of C5H7ClOS.

Calculated values
E_HOMO ... -0.339 Ha
HOMO-LUMO gap ... 10.01 eV

Positions of all 15 atoms, in Å:
Cl 3.1780 0.2651 -0.2042
C 1.7109 -0.4079 0.5252
C 0.4983 -0.5754 -0.3145
C -0.8090 -1.3867 -0.2023
S -2.1248 0.0264 0.1057
C -1.0790 1.3961 -0.4479
O 0.1025 1.6575 0.3406
C 0.5114 0.4175 0.8422
H 1.9225 -1.1057 1.2882
H 0.5621 -0.1970 -1.2559
H -0.7089 -2.0578 0.6213
H -1.1650 -1.8899 -1.1371
H -1.7578 2.2795 -0.2891
H -0.7826 1.4640 -1.5281
H -0.0586 0.1143 1.6559


Model b:
The following is a DFT calculation (the ωB97M-V functional and the def2-TZVPD basis) of an isolated molecule of C5H7ClOS.

Calculated values
E_HOMO ... -0.361 Ha
HOMO-LUMO gap ... 10.42 eV

Positions of all 15 atoms, in Å:
C -1.3509 -0.9685 1.2915
C -1.5276 -0.7933 -0.0176
C -1.1744 0.4191 -0.8326
S -0.3584 1.7948 0.0364
C 1.3519 1.3127 0.2732
O 2.0589 2.0287 0.9013
C 1.7984 -0.0064 -0.3631
Cl 3.4805 -0.3840 0.0132
H -0.9048 -0.2158 1.9182
H -1.6424 -1.8883 1.7767
H -1.9624 -1.6029 -0.5942
H -0.5704 0.1496 -1.6957
H -2.0783 0.8850 -1.2319
H 1.7004 0.1028 -1.4646
H 1.1796 -0.8336 -0.0108


Most stable pick: model b. Distance to second place: 226.2 kJ/mol.


Model a:
The following is a DFT calculation (the ωB97M-V functional and the def2-TZVPD basis) of a cluster of 2 separate species, C4H13NO in total.

Calculated values
E_HOMO ... -0.327 Ha
HOMO-LUMO gap ... 9.50 eV

Positions of all 19 atoms, in Å:
C -1.4712 1.0138 0.8781
C -1.7947 -0.0426 -0.3094
C -0.9067 -1.2181 -0.5051
N -0.4213 -2.1389 0.6827
C 0.5604 -1.3285 1.4081
H -0.4087 1.3569 0.9156
H -1.9643 2.0063 0.8495
H -1.9590 0.4286 1.7396
H -2.8037 -0.5815 -0.2039
H -1.7886 0.5659 -1.3113
H -1.1868 -2.0439 -1.2524
H 0.0386 -0.8436 -0.8538
H -1.2033 -2.3242 1.2465
H 1.3576 -1.1756 0.7022
H 0.0002 -0.4393 1.9109
H 1.0949 -1.8365 2.2453
O 4.6337 2.9534 -2.6672
H 4.2073 2.9928 -3.4780
H 4.0155 2.6548 -1.9972


Model b:
The following is a DFT calculation (the ωB97M-V functional and the def2-TZVPD basis) of a cluster of 2 separate species, C4H13NO in total.

Calculated values
E_HOMO ... -0.335 Ha
HOMO-LUMO gap ... 9.96 eV

Positions of all 19 atoms, in Å:
C -1.5473 0.4231 -0.7752
N -0.7531 -0.2997 0.2045
C 0.5226 0.3240 0.7469
C 0.6592 1.8271 0.5175
C 1.6962 -0.4501 0.1334
H -1.3044 0.1090 -1.7980
H -1.4225 1.5061 -0.8485
H -2.6018 0.2449 -0.5700
H -1.3033 -0.4735 1.0324
H 0.3967 0.1010 1.8078
H 1.6527 2.1537 0.8119
H -0.0480 2.3381 1.1740
H 0.4149 2.0706 -0.5074
H 2.6459 0.0221 0.3724
H 1.5182 -0.5284 -0.9265
H 1.7667 -1.4256 0.6185
O -0.8857 -3.0292 -0.7603
H -0.4410 -2.7030 0.0354
H -0.9660 -2.2101 -1.2688


Most stable pick: model b. Distance to second place: 151.7 kJ/mol.


Model a:
The following is a DFT calculation (the ωB97M-V functional and the def2-TZVPD basis) of a cluster of 2 separate species, C11H18O in total.

Calculated values
E_HOMO ... -0.300 Ha
HOMO-LUMO gap ... 9.04 eV

Positions of all 30 atoms, in Å:
C 1.4454 -1.4325 1.5820
C 0.5878 -0.9359 0.3602
C -0.9063 -1.1697 0.5357
C -1.4215 -2.4408 0.3625
C -2.6317 -2.7462 0.9645
C -3.3360 -1.7715 1.6347
O -4.4959 -2.0975 2.2751
C -2.9544 -0.3362 1.6949
C -1.7570 -0.0874 1.0010
H 0.8791 -2.3225 1.9182
H 1.3519 -0.7814 2.4935
H 2.4908 -1.6010 1.1322
H 0.7089 0.1602 0.1905
H 1.0552 -1.3314 -0.5253
H -0.6642 -3.1851 0.1262
H -2.9862 -3.8229 0.8056
H -4.5066 -3.0895 2.2284
H -3.7003 0.3179 2.2547
H -1.5628 0.9709 0.7046
C 2.1296 2.5867 -3.2767
C 1.7642 1.9129 -1.9746
C 2.0718 2.9111 -0.7670
H 1.4767 3.4984 -3.4639
H 3.1357 2.8641 -3.4695
H 2.0539 1.8548 -4.0354
H 0.7827 1.4633 -1.7617
H 2.4349 0.9897 -1.7858
H 1.5194 3.8419 -0.7146
H 1.8858 2.4553 0.2433
H 3.1491 3.3242 -0.7334


Model b:
The following is a DFT calculation (the ωB97M-V functional and the def2-TZVPD basis) of a cluster of 2 separate species, C11H18O in total.

Calculated values
E_HOMO ... -0.307 Ha
HOMO-LUMO gap ... 9.26 eV

Positions of all 30 atoms, in Å:
C 1.3271 -3.2501 -0.9303
C -0.0498 -2.6066 -0.9874
C -0.5778 -2.3485 -2.2409
C -1.7513 -1.5982 -2.4083
C -2.4715 -1.3205 -1.2682
O -3.7507 -0.7799 -1.2986
C -2.0275 -1.6712 -0.0044
C -0.7870 -2.2722 0.1490
H 1.3829 -3.9449 -0.0918
H 1.9787 -2.5146 -0.4198
H 1.6771 -3.3681 -1.9469
H -0.1659 -2.7980 -3.1400
H -2.1200 -1.3847 -3.4015
H -3.9284 -0.6980 -2.2412
H -2.5775 -1.4109 0.8904
H -0.3298 -2.3656 1.1242
C -0.3061 2.2307 0.7407
C 1.1951 2.3812 0.8842
C 1.5970 3.7539 1.3903
C 1.7047 1.3381 1.8883
H -0.5811 1.2170 0.4576
H -0.7412 3.0154 0.1296
H -0.8482 2.5170 1.6546
H 1.6797 2.2223 -0.0719
H 1.0348 4.1407 2.2474
H 2.6395 3.8110 1.7102
H 1.4000 4.5476 0.6581
H 1.4673 1.6932 2.8959
H 1.1712 0.3884 1.7786
H 2.7586 1.0753 1.8522


Most stable pick: model b. Distance to second place: 140.4 kJ/mol.


Model a:
The following is a DFT calculation (the ωB97M-V functional and the def2-TZVPD basis) of a cluster of 6 separate species, C4H19NO6S2 in total.

Calculated values
E_HOMO ... -0.320 Ha
HOMO-LUMO gap ... 8.94 eV

Positions of all 32 atoms, in Å:
C 1.2310 1.0805 0.6608
C 0.4044 -0.2609 0.4496
C -0.7180 -0.0408 1.3854
S -0.4891 -0.8561 2.9892
S 0.5197 0.5722 4.0806
N 0.1183 -0.3288 -0.9966
C 0.5541 -1.4146 -1.9701
O 1.3325 -2.3198 -1.7060
H 0.9249 1.8145 -0.0418
H 1.2629 1.3202 1.6879
H 2.1927 0.7615 0.2093
H 0.9849 -1.1121 0.8443
H -0.8566 0.9823 1.2716
H -1.7546 -0.3237 1.0073
H -0.0984 1.7518 4.2376
H -0.6460 0.2772 -1.3009
H 0.1693 -1.3680 -2.9396
O 3.4654 2.4247 -1.0196
H 3.4661 3.2131 -0.4370
H 4.1260 1.8737 -0.5925
O -3.4095 -1.0321 -0.3682
H -3.9816 -1.5835 -0.0550
H -2.5886 -1.4237 -0.5821
O 1.0650 1.3777 -3.2297
H 1.9332 0.8963 -3.4937
H 1.6098 1.4652 -2.4760
O -0.2807 -3.7621 -0.1897
H -0.1979 -2.8825 0.0234
H 0.5126 -3.9275 -0.6534
O -3.4555 0.9949 1.3647
H -3.6342 1.6673 0.8592
H -3.7621 0.1630 0.9811


Model b:
The following is a DFT calculation (the ωB97M-V functional and the def2-TZVPD basis) of a cluster of 6 separate species, C4H19NO6S2 in total.

Calculated values
E_HOMO ... -0.339 Ha
HOMO-LUMO gap ... 9.54 eV

Positions of all 32 atoms, in Å:
C -0.9904 0.3408 -3.2686
C -0.2055 -0.4404 -2.1937
O 1.0054 -0.6362 -2.1610
N -0.9280 -0.9601 -1.1449
C -2.1965 -0.3869 -0.6745
C -2.0666 0.9144 0.0800
S -1.7718 0.8817 1.9285
S -1.6030 -0.9945 2.5528
H -0.5044 0.1868 -4.2033
H -0.8951 1.3759 -2.9485
H -2.0057 -0.0421 -3.4051
H -0.4455 -1.4234 -0.3994
H -2.8951 -0.2676 -1.5187
H -2.7650 -1.2140 -0.1717
H -1.1447 1.4247 -0.2929
H -2.9510 1.5226 -0.0992
H -0.3746 -1.5568 2.4205
O 3.1706 -1.0999 -0.7256
H 3.4063 -1.8372 -1.3325
H 2.3534 -0.8922 -1.2981
O 2.5346 0.0639 2.1148
H 2.5601 -0.6379 1.4641
H 1.6917 0.3650 2.4530
O 0.4884 2.6577 -2.0122
H 0.2177 3.4917 -1.6108
H 1.1062 2.2980 -1.3483
O 1.2428 -2.2005 0.7056
H 2.1422 -1.9038 0.4257
H 1.2651 -3.0914 0.3153
O 2.3239 1.9449 -0.1864
H 1.7671 1.2317 0.1486
H 3.2026 1.7075 0.1291


Most stable pick: model b. Distance to second place: 353.2 kJ/mol.